Entry 1:
H14O7 | the ωB97M-V functional and the def2-TZVPD basis

- E_tot: -14557.976 eV
- ΔE to the lowest compared entry with this formula, charge and spin: 80.4 kcal per mole
- HOMO energy: -10.5 eV
- Multiplicity: 1
- Total charge: 0
- SMILES string: O.O.O.O.O.O.O
- Kohn-Sham gap: 10.70 eV

Positions of all 21 atoms, in Å:
O (-0.68945, -0.11218, -0.23836)
O (3.82502, 0.59482, -1.50445)
O (1.51336, -3.82438, -0.82753)
O (0.53625, -0.31483, 2.01404)
O (-3.95835, 2.16000, -1.40271)
O (1.68003, 1.95801, -0.60386)
O (-2.16279, -0.73384, 1.55065)
H (-0.80778, 0.66184, -0.72548)
H (-4.54932, 2.25546, -2.17049)
H (1.69142, -2.99900, -0.25294)
H (0.26761, -0.13260, 0.11646)
H (0.39799, -1.00938, 2.61314)
H (4.76311, 0.72250, -1.41349)
H (0.68863, -4.07395, -0.36608)
H (-4.52047, 2.22580, -0.66904)
H (3.43652, 0.80773, -0.74021)
H (0.71469, 1.56821, -0.51818)
H (-0.17287, 0.31396, 2.16883)
H (-1.47235, -1.35233, 1.56148)
H (1.76829, 2.38131, 0.27276)
H (-2.94955, -1.09717, 1.13542)

Entry 2:
H14O7 | the ωB97M-V functional and the def2-TZVPD basis

- E_tot: -14559.369 eV
- ΔE to the lowest compared entry with this formula, charge and spin: 48.2 kcal per mole
- HOMO energy: -11.1 eV
- Multiplicity: 1
- Total charge: 0
- SMILES string: O.O.O.O.O.O.O
- Kohn-Sham gap: 11.13 eV

Positions of all 21 atoms, in Å:
O (0.25281, -1.39741, 0.37985)
O (0.58239, 2.20469, 2.31902)
O (4.88068, 0.80207, 3.11043)
O (-3.75445, -0.27193, -2.69350)
O (-2.02589, 0.88129, 1.14364)
O (1.79799, 0.55576, -3.15903)
O (-1.90234, -2.72226, -1.23374)
H (2.36670, -0.02088, -3.68158)
H (-3.60189, -0.60876, -3.58359)
H (4.16011, 0.28836, 3.49237)
H (0.11387, 3.01442, 2.08707)
H (0.29881, -0.48804, 0.06375)
H (5.48909, 0.93554, 3.84597)
H (-2.43104, 1.74589, 1.01209)
H (-2.86849, -0.13407, -2.33987)
H (1.09341, -0.02569, -2.85167)
H (-2.74309, 0.33586, 1.48586)
H (-1.17400, -3.21743, -1.62530)
H (0.76309, -1.38758, 1.19747)
H (0.17025, 1.52937, 1.76850)
H (-1.46801, -2.01919, -0.73771)

Entry 3:
H14O7 | the ωB97M-V functional and the def2-TZVPD basis

- E_tot: -14559.136 eV
- ΔE to the lowest compared entry with this formula, charge and spin: 53.6 kcal per mole
- HOMO energy: -11.0 eV
- Multiplicity: 1
- Total charge: 0
- SMILES string: O.O.O.O.O.O.O
- Kohn-Sham gap: 10.98 eV

Positions of all 21 atoms, in Å:
O (-4.77388, 0.78066, -0.10317)
O (5.45717, -2.09998, -0.52477)
O (4.08845, 0.89977, -0.56157)
O (-1.79423, -1.02899, 2.58141)
O (0.00060, -0.69034, -0.17542)
O (1.42758, 3.65868, -0.35178)
O (-3.63288, -1.46504, -2.73567)
H (3.52982, 0.11451, -0.54451)
H (1.06169, 4.49368, -0.66463)
H (-4.60657, -0.11795, 0.20263)
H (-1.60179, -0.36452, 3.25256)
H (0.68639, 3.04456, -0.40153)
H (-2.07573, -1.79920, 3.08788)
H (-0.54898, 0.01876, 0.17690)
H (4.68448, -2.02301, 0.04620)
H (-5.37313, 1.14552, 0.55770)
H (-4.03865, -1.14097, -1.92368)
H (-2.74979, -1.07896, -2.72683)
H (0.37341, -1.10956, 0.60832)
H (6.07304, -2.63803, -0.01467)
H (3.81302, 1.40041, 0.21463)

Entry 4:
H14O7Sr | the ωB97M-V functional and the def2-TZVPD basis

- E_tot: -15385.508 eV
- ΔE to the lowest compared entry with this formula, charge and spin: 1.0 kcal per mole
- HOMO energy: -18.9 eV
- Multiplicity: 1
- Total charge: +2
- Kohn-Sham gap: 12.50 eV

Positions of all 22 atoms, in Å:
Sr (-14.14997, 5.90304, -6.06021)
O (-13.30675, 6.53248, -3.74433)
O (-16.74734, 6.35406, -5.88250)
O (-14.28495, 8.48951, -6.11973)
O (-11.83699, 6.79759, -6.87573)
O (-15.34448, 4.06094, -4.67615)
O (-13.89108, 3.76616, -7.39504)
O (-14.54511, 6.70342, -8.53567)
H (-17.24097, 6.72319, -5.13329)
H (-15.27171, 7.13442, -9.01382)
H (-14.46968, 8.90073, -6.97587)
H (-15.06996, 3.20413, -4.31562)
H (-16.27036, 4.16032, -4.40908)
H (-17.26463, 6.61045, -6.66075)
H (-13.66114, 7.02058, -2.98556)
H (-11.12112, 7.44588, -6.79559)
H (-13.94039, 9.20713, -5.56832)
H (-13.03113, 3.37859, -7.62959)
H (-11.81613, 6.54958, -7.81208)
H (-12.53753, 6.05622, -3.39097)
H (-14.53644, 3.06842, -7.59298)
H (-14.11283, 6.18081, -9.23092)

Entry 5:
H15LiO8 | the ωB97M-V functional and the def2-TZVPD basis

- E_tot: -16827.550 eV
- ΔE to the lowest compared entry with this formula, charge and spin: 55.6 kcal per mole
- HOMO energy: -10.1 eV
- Multiplicity: 1
- Total charge: 0
- Kohn-Sham gap: 8.38 eV

Positions of all 24 atoms, in Å:
O (-1.83160, -0.25927, 1.52532)
O (0.45005, 0.61810, -0.27375)
O (-2.60135, -0.45654, -1.12892)
O (-0.29237, 0.43681, -2.93329)
O (1.13869, 0.41731, 2.32418)
O (0.71481, 3.29661, -0.62317)
O (1.23368, -2.27952, 1.93583)
O (0.46990, -1.95311, -0.65859)
Li (2.48012, 0.41228, -0.76825)
H (0.50767, 2.31788, -0.54864)
H (1.97709, 0.94046, 2.62321)
H (-2.42094, -0.92282, -0.27480)
H (-1.16780, 0.87188, -3.06458)
H (1.03284, -1.22284, 1.97709)
H (-0.90183, -0.08263, 1.69752)
H (1.48518, 3.58808, -0.32972)
H (-0.17003, 0.61626, -1.92234)
H (0.85023, -1.02793, -0.71740)
H (-0.46705, 0.63880, -0.20367)
H (0.02530, -2.02641, -1.39622)
H (1.04363, -2.34529, 0.97568)
H (-1.95456, -1.06299, 2.07190)
H (0.82565, 0.67461, 1.46905)
H (-2.42732, -1.18971, -1.75644)

Entry 6:
H15NO6 | the ωB97M-V functional and the def2-TZVPD basis

- E_tot: -14018.531 eV
- ΔE to the lowest compared entry with this formula, charge and spin: 30.1 kcal per mole
- HOMO energy: -10.2 eV
- Multiplicity: 1
- Total charge: 0
- SMILES string: N.O.O.O.O.O.O
- Kohn-Sham gap: 10.64 eV

Positions of all 22 atoms, in Å:
O (1.03497, -0.69843, -0.11989)
O (0.46340, 1.50986, 2.25635)
O (-1.03023, 1.02817, -3.00750)
O (-1.44266, -1.79200, 1.18103)
O (-1.15624, -0.92901, 3.80169)
O (0.30485, -1.50047, -2.82673)
N (1.14127, 1.79863, -0.57266)
H (-1.21287, -1.36100, 2.98791)
H (-1.40423, 1.26989, -3.78028)
H (0.30783, -1.63254, -1.87923)
H (-1.83163, -0.21989, 3.73213)
H (1.09241, 0.16488, -0.75958)
H (0.01787, 0.83389, 1.76484)
H (-2.21615, -2.30515, 0.93213)
H (1.22671, -1.29166, -3.05528)
H (1.93260, -0.67283, 0.23993)
H (0.62343, 2.09450, 0.34121)
H (-0.74691, -1.77165, 0.43062)
H (2.13480, 1.92626, -0.23971)
H (0.65070, 1.08693, 3.10916)
H (-0.69323, 0.15222, -3.13493)
H (0.80330, 2.30937, -1.40122)